1.
{"formula": "C4H8S", "method": "wB97M-V/def2-TZVPD", "total_charge": 0, "homo_lumo_gap_ev": 8.98, "relative_energy_kj_mol": 278.1, "lumo_ev": 0.903, "elements": ["C", "C", "C", "C", "H", "H", "H", "H", "H", "H", "H", "H", "S"], "positions_angstrom": [[0.91180, -0.42005, 0.33182], [0.19115, 0.83378, -0.25309], [-1.13162, 1.03357, 0.23892], [-0.03083, -1.32865, -0.00286], [1.80583, -0.80688, -0.42979], [1.14287, -0.47052, 1.36204], [0.53327, 0.76044, -1.41984], [0.77880, 1.83735, -0.03441], [-1.01897, 1.24376, 1.45591], [-1.73501, 1.60782, -0.41717], [0.09573, -2.43337, 0.37705], [0.15157, -1.20584, -1.20010], [-1.69457, -0.65141, -0.00851]]}

---

2.
{"formula": "C4H4N2O", "method": "wB97M-V/def2-TZVPD", "total_charge": 0, "homo_lumo_gap_ev": 11.39, "relative_energy_kj_mol": 318.1, "lumo_ev": 0.667, "elements": ["N", "C", "C", "C", "O", "H", "H", "H", "C", "N", "H"], "positions_angstrom": [[0.06222, -3.19840, -1.59052], [0.28637, -2.13345, -1.23694], [0.46681, -0.79998, -0.73949], [-0.25428, -0.46711, 0.46874], [1.09211, -0.73731, 0.48857], [0.63864, 0.01761, -1.43820], [-0.78631, 0.43735, 0.78089], [-0.75229, -1.41006, 0.97374], [-0.26696, 3.13723, -1.47825], [-0.40791, 1.99758, -1.44357], [-0.24850, 4.22215, -1.63188]]}

---

3.
{"formula": "C31H79N5O", "method": "wB97M-V/def2-TZVPD", "total_charge": 0, "homo_lumo_gap_ev": 8.70, "lumo_ev": 0.728, "elements": ["C", "C", "N", "C", "C", "C", "C", "H", "H", "H", "H", "H", "H", "H", "H", "H", "H", "H", "H", "H", "H", "H", "C", "C", "N", "C", "C", "C", "C", "H", "H", "H", "H", "H", "H", "H", "H", "H", "H", "H", "H", "H", "H", "H", "C", "C", "N", "C", "C", "C", "C", "H", "H", "H", "H", "H", "H", "H", "H", "H", "H", "H", "H", "H", "H", "H", "C", "C", "N", "C", "C", "C", "C", "H", "H", "H", "H", "H", "H", "H", "H", "H", "H", "H", "H", "H", "H", "H", "C", "C", "N", "C", "C", "C", "C", "H", "H", "H", "H", "H", "H", "H", "H", "H", "H", "H", "H", "H", "H", "H", "C", "O", "H", "H", "H", "H"], "positions_angstrom": [[0.69362, 5.61219, -1.91502], [2.05678, 5.06448, -1.78907], [2.13860, 3.75128, -1.12548], [3.22668, 2.91093, -1.54998], [4.62335, 3.56740, -1.34207], [1.94709, 3.79458, 0.32157], [1.12777, 2.64811, 0.95037], [0.72575, 6.57150, -2.45721], [0.37175, 5.78538, -0.94355], [-0.00289, 4.95309, -2.40581], [2.54361, 4.98644, -2.79274], [2.64983, 5.83212, -1.32208], [3.25480, 1.99742, -0.96650], [3.04873, 2.58495, -2.59021], [4.63510, 4.55074, -1.90482], [4.92861, 3.85239, -0.29335], [5.42268, 3.00640, -1.85093], [1.38651, 4.68613, 0.55331], [2.92383, 3.95845, 0.82178], [0.08509, 2.77952, 0.66030], [1.08275, 2.84334, 2.04768], [1.50327, 1.70099, 0.67237], [1.72638, -0.92630, 1.25100], [2.67059, -0.68217, 0.08510], [3.68206, -1.69318, -0.16430], [4.73748, -1.22167, -1.02193], [5.80164, -0.35748, -0.26099], [3.00347, -2.91817, -0.64942], [3.87681, -4.15358, -0.83086], [1.30871, -1.95855, 1.21968], [0.86953, -0.28859, 1.18321], [2.16047, -0.72219, 2.26076], [2.07973, -0.59683, -0.82154], [3.26840, 0.22627, 0.23871], [5.20928, -2.04497, -1.55902], [4.33204, -0.52085, -1.73666], [5.20838, 0.46014, 0.28806], [6.29962, -1.00308, 0.45291], [6.43721, 0.19117, -0.89307], [2.39033, -2.58557, -1.53946], [2.31590, -3.20508, 0.11602], [4.65669, -4.06632, -1.54936], [3.27260, -4.98259, -1.09767], [4.22615, -4.34918, 0.18167], [1.29812, -3.73107, 4.36759], [-0.12329, -3.78281, 3.93258], [-0.26364, -4.35365, 2.54390], [-1.61477, -4.12257, 2.03121], [-1.68438, -4.44031, 0.52072], [0.17047, -5.70589, 2.41972], [-0.62332, -6.75322, 3.12482], [1.74258, -4.73511, 4.40630], [1.41406, -3.26328, 5.40263], [1.93172, -3.19486, 3.65280], [-0.62458, -4.42166, 4.65795], [-0.56251, -2.77114, 3.89357], [-1.81276, -3.01062, 2.16974], [-2.46910, -4.52015, 2.50870], [-2.58473, -3.99221, 0.10358], [-1.59376, -5.55486, 0.34615], [-0.82464, -3.98813, 0.01551], [0.19435, -5.92926, 1.36572], [1.20031, -5.76708, 2.62557], [-0.68130, -6.68082, 4.21202], [-1.62210, -6.89085, 2.75802], [-0.10067, -7.67371, 2.93548], [-4.92620, 3.71913, 0.86173], [-4.09771, 2.49627, 0.47708], [-3.55508, 1.74611, 1.61323], [-2.57971, 2.53458, 2.41638], [-1.66832, 1.74288, 3.36164], [-4.58725, 1.11375, 2.47314], [-5.66920, 0.31673, 1.82136], [-5.15463, 4.35720, 0.01446], [-4.36635, 4.37069, 1.54076], [-5.85676, 3.53798, 1.39202], [-4.69091, 1.83161, -0.14421], [-3.25536, 2.84211, -0.20785], [-1.97798, 3.01247, 1.63771], [-3.08483, 3.29884, 3.07138], [-0.96540, 2.44277, 3.91357], [-2.15564, 1.16959, 4.14400], [-1.03069, 1.09541, 2.80062], [-5.01689, 1.92712, 3.08110], [-4.06245, 0.39416, 3.10808], [-5.17345, -0.29880, 1.06329], [-6.45672, 0.94305, 1.31935], [-6.15742, -0.32358, 2.59145], [-2.55529, 1.50082, -3.00055], [-1.85241, 0.65706, -4.08168], [-0.46264, 0.38710, -3.88916], [-0.12131, -0.43477, -2.71903], [-0.74019, -1.78893, -2.99780], [0.29638, 1.69888, -3.74515], [0.05104, 2.63216, -4.89988], [-2.45148, 1.05261, -2.09977], [-3.63597, 1.36981, -3.26873], [-2.30281, 2.56808, -3.09998], [-2.41680, -0.27433, -4.15471], [-1.94739, 1.11003, -5.07687], [0.94017, -0.50565, -2.69031], [-0.38508, 0.00381, -1.72873], [-1.81461, -1.82742, -2.89729], [-0.44365, -2.03032, -4.01103], [-0.37210, -2.61624, -2.42296], [1.30475, 1.37915, -3.78818], [-0.01839, 2.14770, -2.81755], [0.15958, 2.07754, -5.76348], [0.83052, 3.43628, -4.91610], [-0.95295, 3.10795, -4.90035], [-2.67045, -1.07009, -0.00735], [-1.73806, -0.09067, 0.32666], [-3.58976, -0.74413, -0.52694], [-2.21330, -1.78456, -0.68005], [-2.95469, -1.68922, 0.85612], [-2.12704, 0.70148, 0.72492]]}

---

4.
{"formula": "C3H15NO3", "method": "wB97M-V/def2-TZVPD", "spin_multiplicity": 2, "total_charge": 1, "homo_lumo_gap_ev": [10.98, 5.46], "relative_energy_kj_mol": 106.0, "lumo_ev": [-3.728, -9.243], "elements": ["C", "C", "C", "N", "H", "H", "H", "H", "H", "H", "H", "H", "H", "H", "H", "O", "H", "H", "O", "H", "H", "O"], "positions_angstrom": [[0.65251, -2.24252, 1.36551], [-0.10836, -1.05704, 0.80750], [-1.21107, -0.56411, 1.78843], [-0.68013, -1.47206, -0.45952], [-0.10038, -3.04223, 1.43259], [1.29997, -2.13578, 2.23090], [1.29970, -2.76325, 0.63787], [0.48578, -0.15140, 0.62586], [-1.91868, 0.10902, 1.30555], [-0.69538, -0.02399, 2.57081], [-1.72039, -1.43637, 2.19399], [0.02177, -1.70506, -1.17646], [-1.43775, -2.16080, -0.44802], [1.19299, 2.75711, -1.02158], [0.16496, 2.02489, -1.88153], [1.02618, 2.39958, -1.90275], [-2.14246, -0.10805, -1.27620], [-2.13066, 1.47367, -1.31808], [-2.48276, 0.69534, -1.72748], [3.07589, 0.88064, 0.52729], [2.73998, 1.85892, -0.38347], [2.49995, 1.65157, 0.53590]]}

---

5.
{"formula": "C19H27N3O2PtS5", "method": "wB97M-V/def2-TZVPD", "total_charge": 2, "homo_lumo_gap_ev": [4.35, 4.34], "relative_energy_kj_mol": 277.9, "lumo_ev": [-9.541, -9.542], "elements": ["Pt", "C", "C", "S", "C", "C", "S", "C", "C", "S", "H", "H", "H", "H", "H", "H", "H", "H", "H", "H", "H", "H", "S", "C", "N", "C", "C", "C", "C", "C", "C", "S", "H", "H", "H", "H", "N", "C", "N", "C", "C", "O", "C", "C", "H", "H", "H", "H", "H", "H", "H", "H", "C", "O", "H", "H", "H"], "positions_angstrom": [[-0.80238, 1.21649, 0.21422], [3.77082, 3.16479, 1.14012], [3.96842, 2.33379, -0.12458], [2.50522, 1.35089, -0.60428], [2.00152, 2.15609, -2.16138], [1.43752, 3.54759, -1.96478], [-0.13828, 3.57309, -1.02938], [0.21402, 4.81069, 0.27152], [1.22512, 4.41489, 1.33172], [2.95562, 4.75759, 0.83352], [4.75142, 3.40509, 1.55012], [3.19842, 2.61609, 1.88372], [4.75502, 1.60399, 0.06412], [4.25982, 2.95719, -0.96748], [1.26522, 1.47879, -2.59558], [2.87782, 2.19539, -2.80908], [1.21362, 3.98259, -2.93948], [2.13362, 4.20209, -1.43848], [-0.75678, 4.98219, 0.73782], [0.51792, 5.72389, -0.24208], [1.12682, 3.36359, 1.60692], [1.04392, 5.02049, 2.22132], [-2.96128, 2.45989, 0.39512], [-3.66038, 0.91659, 0.26332], [-2.90138, -0.15501, 0.33542], [-3.60888, -1.29491, 0.13862], [-3.10908, -2.60221, 0.12182], [-3.97008, -3.63741, -0.15958], [-5.33038, -3.40181, -0.41748], [-5.85868, -2.12821, -0.36548], [-4.99858, -1.07331, -0.09378], [-5.36228, 0.61899, -0.02398], [-2.06218, -2.76461, 0.32662], [-3.60738, -4.65441, -0.19108], [-5.97798, -4.22721, -0.67298], [-6.90768, -1.95041, -0.54608], [0.00172, -0.41461, -0.82408], [0.54642, -1.44451, -0.79088], [1.17772, -2.55511, -0.80198], [2.02292, -2.97831, 0.30952], [1.65232, -4.42291, 0.68182], [1.74092, -5.26261, -0.43678], [0.85702, -4.87211, -1.45188], [1.19892, -3.45691, -1.94608], [1.88322, -2.31551, 1.16182], [3.06612, -2.94131, -0.02248], [0.63382, -4.44721, 1.09682], [2.35022, -4.80961, 1.42512], [-0.17938, -4.89331, -1.08168], [0.96502, -5.59161, -2.26398], [0.48622, -3.12931, -2.70008], [2.21082, -3.45461, -2.36518], [-0.79498, 1.59599, 3.20982], [-0.02538, 1.74949, 2.08772], [-0.15128, 1.72589, 4.09182], [-1.25658, 0.59979, 3.27962], [-1.59398, 2.35529, 3.25212]]}

---

6.
{"formula": "CH4O3", "method": "wB97M-V/def2-TZVPD", "total_charge": 0, "homo_lumo_gap_ev": 11.31, "relative_energy_kj_mol": 90.0, "lumo_ev": 0.109, "elements": ["O", "C", "O", "H", "H", "O", "H", "H"], "positions_angstrom": [[-1.98710, 0.72753, 0.78412], [-0.98534, 0.90122, 0.06290], [0.00000, 0.00000, 0.00000], [-0.77026, 1.75623, -0.60819], [0.74391, 0.31382, -0.58321], [1.57584, -0.66329, 1.97711], [2.40801, -0.19817, 2.22086], [1.24956, -0.18675, 1.18042]]}

---

7.
{"formula": "C5H4O3", "method": "wB97M-V/def2-TZVPD", "total_charge": 0, "homo_lumo_gap_ev": [7.15, 7.15], "relative_energy_kj_mol": 668.3, "lumo_ev": [-0.899, -0.899], "elements": ["C", "C", "C", "C", "C", "O", "O", "O", "H", "H", "H", "H"], "positions_angstrom": [[-0.03780, 0.58143, 0.76446], [0.54399, -0.52831, 0.25434], [-0.67022, 1.28105, -0.32758], [-0.13843, -1.31558, -1.71664], [-1.29447, -0.42134, -1.98807], [-1.00778, 0.83915, -1.49308], [0.85574, -0.62349, -1.02538], [-1.28218, -1.43862, -0.91727], [0.08725, 1.06687, 1.69315], [0.75525, -1.46936, 0.77301], [-0.95967, 2.36548, -0.29172], [0.14362, -2.26034, -2.09826]]}

---

8.
{"formula": "C17H33I2O6PS2VYb", "method": "wB97M-V/def2-TZVPD", "spin_multiplicity": 4, "total_charge": 4, "homo_lumo_gap_ev": [5.20, 4.44], "lumo_ev": [-15.439, -16.198], "elements": ["I", "I", "V", "Yb", "S", "S", "C", "C", "C", "C", "C", "C", "C", "C", "C", "C", "C", "O", "O", "O", "H", "H", "H", "H", "H", "H", "H", "H", "H", "H", "H", "H", "H", "H", "H", "H", "H", "H", "C", "C", "O", "P", "O", "C", "C", "O", "C", "C", "H", "H", "H", "H", "H", "H", "H", "H", "H", "H", "H", "H", "H", "H", "H"], "positions_angstrom": [[-0.75291, -2.24638, -4.73843], [-2.33586, -4.04180, -5.85842], [-0.76645, -1.21221, -2.04655], [-1.05707, 0.03091, 0.50069], [-2.27024, 0.48290, -2.13384], [1.13437, -0.26262, -1.54581], [-2.62581, 1.88620, 1.35753], [-4.31414, -0.14327, -1.86537], [2.71107, -1.37565, -1.97485], [-4.55405, -1.46855, -2.58713], [-4.55985, -0.19924, -0.36180], [-4.98502, 1.03523, -2.54290], [2.46392, -2.57659, -2.85292], [3.13220, -1.76440, -0.56273], [3.53329, -0.28310, -2.66097], [-1.61652, -2.11760, -0.67254], [-0.69442, -3.00656, -1.56225], [-3.14020, 2.90369, 1.63961], [-2.01215, -2.10925, 0.56893], [-0.06163, -4.05924, -1.47205], [-3.99605, -2.35124, -2.20149], [-4.22415, -1.44429, -3.63823], [-5.63842, -1.68563, -2.52223], [-4.00886, -1.01217, 0.14090], [-5.62733, -0.34927, -0.12734], [-4.26295, 0.73148, 0.13034], [-4.73849, 1.99154, -2.07937], [-6.06504, 0.91005, -2.46376], [-4.70757, 1.11200, -3.59546], [3.43504, -3.07204, -3.05059], [2.00432, -2.26398, -3.79980], [1.76809, -3.29230, -2.38369], [4.13405, -2.18065, -0.58379], [2.46150, -2.52593, -0.15959], [3.13816, -0.94766, 0.16219], [4.52178, -0.68764, -2.89292], [3.64568, 0.62085, -2.03907], [3.01412, -0.01463, -3.59026], [2.47034, 3.94979, -0.01091], [2.11118, 2.62503, 0.62668], [1.16349, 2.90143, 1.67166], [-0.04799, 1.91933, 2.15869], [-0.14694, 2.02433, 3.80187], [0.90229, 2.64275, 4.69374], [2.11148, 1.76383, 4.87702], [0.67639, 0.39863, 1.98322], [0.35734, -0.80288, 2.94946], [1.64739, -1.58162, 2.95110], [1.61374, 4.41037, -0.52568], [3.27048, 3.84822, -0.74866], [2.82940, 4.68226, 0.71934], [1.71628, 1.92849, -0.11634], [2.99928, 2.17205, 1.06719], [1.13783, 3.63160, 4.28412], [0.37819, 2.78918, 5.64606], [2.68758, 1.71938, 3.94200], [2.73737, 2.21245, 5.65584], [1.84676, 0.74908, 5.20343], [0.04941, -0.29612, 3.88025], [-0.50595, -1.38841, 2.54435], [2.47264, -0.91401, 3.22339], [1.62427, -2.43103, 3.65145], [1.81534, -1.96508, 1.93668]]}

---

| no. | DFT total energy (eV) | largest force on an atom (hartree/bohr) |
| --- | --- | --- |
| 1 | -15109.5031 | 0.1799 |
| 2 | -9237.1913 | 0.1044 |
| 3 | -42922.8331 | 0.0883 |
| 4 | -10977.1240 | 0.0605 |
| 5 | -86109.4163 | 0.0550 |
| 6 | -7243.7187 | 0.0912 |
| 7 | -11385.4425 | 0.0693 |
| 8 | -134781.3361 | 0.1396 |